DFT (ωB97M-V with the def2-TZVPD basis set) results for C21H45NO8RuSSeSi2 as an isolated structure in a non-equilibrium geometry.

Structure (XYZ):
```
80
Properties=species:S:1:pos:R:3:forces:R:3
Ru 0.403 -0.259 0.581 -0.1 1.1 -1.4
O 1.014 -0.062 -2.510 0.0 0.0 -0.3
C 2.304 0.479 -2.330 -0.1 -0.3 0.1
C 2.351 1.600 -1.329 0.1 0.3 0.1
N 1.960 1.288 0.062 -0.3 -0.7 -0.2
C 1.176 2.411 0.610 0.3 0.3 0.2
C -0.119 2.475 -0.178 -0.3 -0.2 -0.2
O -0.659 3.532 -0.437 0.0 0.0 0.0
O -0.513 1.291 -0.559 -0.2 0.2 0.1
C 3.125 0.956 0.873 0.2 0.1 -0.2
C 2.691 0.405 2.204 0.1 -0.3 0.5
O 3.462 0.431 3.147 -0.1 0.0 0.0
O 1.492 -0.081 2.230 0.4 0.2 0.8
H 0.355 0.612 -2.284 0.0 -0.1 0.2
H 2.963 -0.338 -2.029 0.0 0.0 0.0
H 2.679 0.888 -3.278 0.1 0.0 0.0
H 3.372 1.999 -1.308 0.0 0.1 -0.1
H 1.699 2.396 -1.696 0.0 0.1 0.0
H 0.938 2.195 1.652 0.1 0.1 0.0
H 1.722 3.358 0.557 0.0 0.0 -0.1
H 3.698 0.172 0.372 -0.1 0.0 0.0
H 3.778 1.821 1.024 0.0 0.0 0.0
C -3.417 -2.854 -1.017 -0.1 0.0 0.0
C -2.239 -1.956 -1.374 -0.1 0.2 0.2
C -1.170 -2.777 -2.057 0.2 -0.1 0.1
C -2.667 -0.800 -2.270 0.1 0.0 0.0
O -1.667 -1.398 -0.143 -0.2 0.0 -0.1
Si -2.561 -0.841 1.164 -0.2 0.0 -0.2
S -1.243 0.398 2.136 -0.3 -0.1 0.7
O -3.912 -0.147 0.539 0.1 0.1 -0.1
C -5.036 0.470 1.172 0.1 -0.1 0.1
C -6.133 -0.582 1.283 0.0 0.0 0.0
C -4.675 1.007 2.555 0.1 0.0 0.0
C -5.460 1.611 0.261 0.0 0.1 -0.1
O -3.172 -2.083 2.044 -0.1 -0.1 0.1
C -2.656 -2.940 3.071 0.0 0.1 -0.1
C -2.762 -2.221 4.411 0.0 0.1 0.0
C -3.554 -4.169 3.057 0.0 0.0 0.0
C -1.214 -3.330 2.784 0.1 0.0 0.0
H -3.838 -3.271 -1.934 0.0 0.0 0.0
H -4.200 -2.304 -0.494 0.0 0.0 -0.1
H -3.086 -3.673 -0.377 0.0 0.0 0.0
H -1.548 -3.108 -3.029 0.0 0.0 0.0
H -0.909 -3.648 -1.455 0.0 0.0 0.0
H -0.265 -2.193 -2.209 0.0 0.1 0.0
H -3.031 -1.193 -3.222 0.0 0.0 0.0
H -1.817 -0.143 -2.459 0.0 0.0 0.0
H -3.451 -0.209 -1.800 0.0 0.0 0.0
H -5.765 -1.437 1.852 0.0 0.0 0.0
H -6.424 -0.928 0.288 0.0 0.0 0.0
H -7.013 -0.173 1.785 0.0 0.0 0.0
H -4.438 0.189 3.240 0.0 0.0 0.0
H -5.514 1.573 2.965 0.0 0.0 0.0
H -3.806 1.662 2.494 0.0 0.0 0.0
H -5.734 1.224 -0.723 0.0 0.0 0.0
H -4.633 2.311 0.135 0.0 0.0 0.0
H -6.315 2.144 0.681 0.0 0.0 0.0
H -3.805 -1.973 4.625 0.0 0.0 0.0
H -2.178 -1.301 4.389 0.0 0.0 0.0
H -2.379 -2.857 5.212 0.0 0.0 0.0
H -4.594 -3.877 3.220 0.0 0.0 0.0
H -3.257 -4.871 3.840 0.0 0.0 0.0
H -3.486 -4.673 2.091 0.0 0.0 0.0
H -0.565 -2.454 2.777 0.0 0.0 0.0
H -1.125 -3.824 1.815 0.0 0.0 0.0
H -0.846 -4.007 3.559 0.0 0.0 0.0
C 2.339 -3.040 -2.941 0.1 -0.1 -0.3
Si 2.978 -3.196 -1.199 -0.2 0.4 -0.1
C 3.095 -4.999 -0.769 0.1 -0.4 0.1
C 4.696 -2.466 -1.138 0.3 0.1 -0.1
Se 1.706 -2.322 0.401 0.2 -0.8 0.4
H 2.998 -3.583 -3.629 0.0 0.0 0.0
H 2.295 -2.003 -3.261 -0.1 0.0 -0.1
H 1.335 -3.453 -3.028 0.0 -0.1 0.0
H 3.855 -5.480 -1.395 0.0 0.0 0.0
H 2.141 -5.506 -0.924 0.0 0.0 0.0
H 3.379 -5.124 0.278 0.0 0.0 0.0
H 5.422 -3.110 -1.645 0.0 0.1 0.0
H 5.008 -2.340 -0.099 0.0 0.0 0.0
H 4.724 -1.483 -1.618 0.1 -0.1 0.0
```
Positions in Å, forces in eV/Å.

Output
charge = -1
energy above the lowest of the compared OMol25 structures with the same formula, charge and spin = 24.84 kJ/mol
energy = -134905.955 eV
highest occupied orbital energy (spin up / spin down) = -4.84 / -4.75 eV
molar mass = 707.9 g mol⁻¹
spin multiplicity = 2

Results of the Löwdin charge analysis, in e, for atoms 1 through 8: Ru 0.9390; O -0.1026; C -0.2500; C -0.1453; N -0.2161; C -0.1116; C -0.6709; O 0.0576

***

DFT (ωB97M-V with the def2-TZVPD basis set) results for a 2-piece molecular cluster, C21H46N3O5P overall.

Structure (XYZ):
```
76
Properties=species:S:1:pos:R:3:forces:R:3
C 2.077 4.135 1.822 -0.2 0.2 -0.1
C 2.550 3.913 0.374 0.2 0.1 0.0
C 3.391 2.641 0.153 -0.1 -0.3 0.4
N 2.742 1.637 -0.681 -0.2 0.0 0.3
C 2.843 1.772 -2.148 -0.1 -0.4 -0.5
N 3.343 3.084 -2.510 -0.4 0.3 0.2
C 1.442 1.472 -2.756 -0.1 0.2 0.6
C 0.332 2.236 -2.046 -0.3 -0.1 -0.5
C -1.068 1.933 -2.622 0.4 0.2 0.3
P -2.293 2.832 -1.654 0.5 0.3 0.2
O -1.739 3.745 -0.639 -0.1 0.1 -0.1
O -3.226 3.533 -2.727 -0.2 -0.3 0.1
C -4.053 4.639 -2.316 -0.2 0.3 -0.1
C -5.324 4.199 -1.611 0.1 -0.1 -0.1
O -3.210 1.706 -0.939 -0.1 0.0 -0.1
C -2.637 1.230 0.286 0.2 -0.3 0.1
C -3.165 -0.159 0.578 -0.1 0.1 0.1
C 3.804 0.675 -2.743 0.0 0.0 -0.1
O 3.481 -0.513 -2.486 -0.2 -0.1 0.6
O 4.746 1.080 -3.432 0.2 0.1 -0.3
H 2.599 3.488 2.529 0.0 0.0 0.0
H 1.003 3.967 1.924 0.0 -0.2 0.0
H 2.241 5.169 2.128 0.0 0.0 0.1
H 3.148 4.769 0.056 0.0 0.0 0.0
H 1.677 3.890 -0.276 0.0 0.0 0.0
H 4.397 2.897 -0.189 -0.1 0.1 -0.2
H 3.517 2.168 1.134 0.0 -0.1 0.0
H 3.030 0.710 -0.401 0.2 0.0 -0.4
H 3.660 3.051 -3.471 0.3 -0.2 0.1
H 2.609 3.781 -2.438 0.0 0.0 0.0
H 1.279 0.396 -2.647 0.0 0.0 -0.1
H 1.450 1.726 -3.820 0.1 -0.1 0.0
H 0.323 1.962 -0.993 0.2 0.2 0.1
H 0.498 3.313 -2.128 0.0 0.0 0.2
H -1.137 2.253 -3.662 -0.1 -0.2 -0.1
H -1.244 0.859 -2.536 -0.2 0.0 -0.2
H -3.474 5.327 -1.700 0.1 -0.2 0.1
H -4.301 5.162 -3.238 0.1 0.0 0.0
H -5.114 3.402 -0.898 0.0 0.1 0.1
H -5.751 5.047 -1.077 -0.1 0.0 0.0
H -6.049 3.823 -2.332 -0.1 0.0 0.0
H -2.835 1.929 1.098 -0.2 0.1 -0.1
H -1.548 1.176 0.181 0.0 0.1 0.1
H -4.242 -0.223 0.426 0.0 0.1 -0.1
H -2.984 -0.400 1.629 0.2 -0.1 0.0
H -2.666 -0.881 -0.070 -0.1 -0.1 0.0
C 1.547 -1.826 0.218 -0.1 0.1 0.0
C 0.556 -1.400 1.298 0.1 0.1 -0.4
C 0.424 -2.246 2.550 -0.1 0.2 0.0
N 0.022 -3.704 2.376 0.0 0.0 0.3
C 1.241 -4.525 2.007 0.1 -0.1 -0.2
C 0.914 -5.936 1.548 -0.1 -0.1 0.0
C -0.142 -5.929 0.452 0.0 0.0 0.0
C -1.403 -5.254 0.975 0.0 -0.1 0.0
C -1.099 -3.821 1.374 0.0 -0.1 -0.2
C -0.463 -4.173 3.710 0.0 0.0 -0.1
H 1.204 -2.707 -0.330 0.1 0.0 0.0
H 1.643 -1.026 -0.518 0.1 -0.1 -0.1
H 2.546 -2.022 0.612 0.0 0.0 0.0
H -0.419 -1.248 0.832 -0.1 0.0 0.1
H 0.847 -0.406 1.653 0.0 0.0 0.1
H -0.347 -1.805 3.184 0.0 0.0 0.0
H 1.355 -2.263 3.118 0.0 -0.1 0.0
H 1.766 -3.988 1.224 -0.1 0.0 0.0
H 1.876 -4.532 2.892 0.0 0.1 0.0
H 1.838 -6.391 1.190 0.1 0.1 0.0
H 0.578 -6.551 2.387 0.0 0.0 0.0
H -0.357 -6.944 0.121 0.0 0.0 0.0
H 0.233 -5.382 -0.418 0.0 0.0 0.0
H -1.819 -5.819 1.813 0.0 0.0 0.0
H -2.176 -5.229 0.207 0.0 0.1 0.0
H -1.961 -3.324 1.818 0.0 0.1 0.0
H -0.797 -3.265 0.490 0.1 0.0 0.0
H -1.340 -3.594 3.986 0.0 0.0 0.0
H 0.329 -4.016 4.438 0.0 0.0 0.0
H -0.716 -5.227 3.660 0.0 0.0 0.0
```
Positions in Å, forces in eV/Å.

Output
energy = -46520.318 eV
highest occupied orbital energy = -6.12 eV
molar mass = 451.6 g mol⁻¹

Results of the Löwdin charge analysis, in e, for atoms 1 through 8: C -0.1093; C -0.2348; C -0.2346; N 0.0026; C -0.4652; N 0.0959; C -0.1311; C -0.2606